Computed, not measured: a cluster of 2 separate species, C6H13NO in total at a distorted geometry, with ωB97M-V/def2-TZVPD.

CARTESIAN COORDINATES (ANGSTROEM)
H (-1.793, 0.629, 0.290)
H (1.858, 0.075, 1.881)
H (-2.625, -1.329, -0.956)
H (-3.239, -1.373, 0.699)
N (1.360, 0.873, 0.012)
C (2.360, 0.372, 0.962)
H (2.856, -0.486, 0.507)
H (-0.251, 0.685, -2.331)
H (1.803, 1.152, -0.868)
C (0.062, -0.550, -0.626)
C (-2.329, -1.439, 0.093)
H (0.446, -1.513, -0.303)
H (-1.084, -0.421, 1.529)
O (0.442, 2.287, 1.667)
C (0.457, 1.894, 0.525)
H (3.092, 1.155, 1.156)
H (-0.237, 2.211, -0.264)
C (-1.338, -0.349, 0.466)
C (-0.021, -0.310, -1.965)
H (0.095, -1.115, -2.680)
H (-1.915, -2.447, 0.208)

Structure (SMILES) = C=CCC.CNC=O
Net charge = 0
HOMO = -7.14 eV
ΔE to the lowest compared entry with this formula, charge and spin = 429.7 kJ/mol

Computed, not measured: an isolated molecule of C26H34O7, with ωB97M-V/def2-TZVPD.

CARTESIAN COORDINATES (ANGSTROEM)
H (5.089, -3.379, 0.393)
H (-4.561, -0.188, -0.846)
H (-0.449, 4.204, -2.438)
H (0.110, -0.015, -1.631)
H (2.996, -3.530, -1.994)
H (4.376, -4.691, 1.330)
O (0.668, 4.703, -0.766)
H (-3.950, -3.630, -0.657)
H (-4.473, -3.798, -2.334)
C (4.330, -4.158, 0.384)
H (-3.703, -0.286, -3.344)
O (0.164, 2.479, 3.478)
H (-3.779, -1.360, 0.239)
C (1.343, -1.814, 1.092)
C (0.468, 3.682, 1.343)
H (-4.029, -1.897, -3.993)
H (-0.029, 0.449, 2.148)
C (0.506, 4.658, -2.163)
C (-1.373, -2.251, -0.826)
C (0.408, 2.295, -0.646)
C (0.185, 3.642, 4.275)
C (-4.186, -1.239, -3.142)
C (0.514, 3.544, -0.059)
C (-3.695, -0.836, -0.714)
C (2.627, -2.578, 1.309)
H (2.104, -5.396, -0.630)
C (0.208, 1.161, 0.132)
C (0.263, 2.541, 2.123)
C (1.328, -1.055, -0.232)
H (3.441, -1.853, 1.392)
H (3.735, -2.121, -1.218)
H (-2.086, -3.250, -2.573)
H (1.324, 4.113, -2.647)
C (2.933, -3.567, 0.174)
O (0.461, -1.779, 1.905)
H (2.630, 5.008, 2.135)
H (2.549, -3.114, 2.257)
C (0.094, -0.185, -0.547)
H (-1.336, -0.958, 0.865)
C (-2.143, -2.262, -2.115)
O (-0.929, -3.236, -0.295)
C (-2.423, -0.026, -0.721)
C (1.798, 5.602, 1.737)
C (-1.258, -0.855, -0.222)
H (-0.565, 4.366, 3.954)
O (-2.343, 1.100, -1.140)
H (4.567, -4.858, -0.414)
H (0.895, -4.296, 0.031)
C (2.897, -2.822, -1.170)
H (-1.675, -1.538, -2.784)
H (-5.433, -2.841, -1.206)
C (1.897, -4.691, 0.172)
O (0.930, -2.126, -2.337)
H (1.170, 4.117, 4.273)
O (0.565, 4.938, 1.921)
C (1.628, -2.035, -1.361)
H (-5.255, -1.066, -3.035)
C (-3.617, -1.866, -1.869)
H (0.445, 2.193, -1.718)
H (2.194, -0.382, -0.185)
C (0.130, 1.296, 1.502)
H (-0.042, 3.296, 5.284)
H (1.717, 6.533, 2.297)
H (0.525, 5.696, -2.493)
C (-4.419, -3.112, -1.491)
H (1.986, 5.824, 0.685)
H (1.921, -5.230, 1.116)

Structure (SMILES) = COc1cc(C(C2C(=O)CC(C)(C)CC2=O)C2C(=O)CC(C)(C)CC2=O)cc(OC)c1OC
Net charge = 0
HOMO = -8.08 eV
ΔE to the lowest compared entry with this formula, charge and spin = 14.8 kJ/mol

Computed, not measured: an isolated molecule of C9H7Cl2N3 at a distorted geometry, with ωB97M-V/def2-TZVPD.

CARTESIAN COORDINATES (ANGSTROEM)
N (3.096, -0.939, 3.845)
H (-2.250, 0.376, 0.416)
C (-0.279, 0.245, -0.283)
H (-1.112, 2.394, -0.252)
H (-1.649, -2.151, -2.983)
C (-1.136, -1.425, -2.306)
H (0.963, -1.553, -2.816)
H (1.665, 0.023, -1.246)
C (1.556, -0.755, 1.862)
C (1.051, 0.936, 1.563)
N (-0.264, 2.563, 0.375)
N (0.097, 1.244, 0.720)
C (0.621, -0.222, -1.216)
H (-3.047, -1.166, -1.476)
Cl (2.046, 2.148, 2.047)
H (-0.473, 3.063, 1.240)
Cl (0.397, -1.920, 1.387)
C (0.198, -1.161, -2.151)
C (-1.642, -0.001, -0.411)
C (-2.102, -0.924, -1.369)
C (2.264, -0.775, 3.055)

Net charge = 0
Multiplicity = 3
HOMO (alpha / beta) = -5.78 / -9.15 eV

Computed, not measured: a structure of composition C6H12O, with ωB97M-V/def2-TZVPD.

CARTESIAN COORDINATES (ANGSTROEM)
H (-0.133, 1.239, -1.345)
H (-0.990, -1.040, -1.332)
H (3.568, 0.242, -0.233)
C (2.607, 0.546, 0.193)
H (2.351, 1.536, -0.197)
H (2.731, 0.634, 1.278)
H (-2.831, 0.424, 0.608)
H (1.431, -0.553, -1.245)
C (0.192, -0.009, 0.405)
C (-0.665, 1.035, -0.392)
C (-1.252, -0.436, -0.465)
H (0.077, 0.176, 1.473)
H (-0.496, -1.059, 0.377)
H (-2.663, -1.335, 0.977)
C (1.521, -0.472, -0.154)
O (-1.326, 1.928, 0.218)
C (-2.599, -0.569, 0.198)
H (-3.323, -0.819, -0.583)
H (1.801, -1.466, 0.220)

Net charge = 0
HOMO = -7.69 eV
ΔE to the lowest compared entry with this formula, charge and spin = 399.8 kJ/mol

Computed, not measured: a structure of composition C20H34CrN3OSSb, with ωB97M-V/def2-TZVPD.

CARTESIAN COORDINATES (ANGSTROEM)
H (-1.227, 1.499, -2.861)
H (-2.431, 2.462, 2.472)
C (3.928, -0.725, -3.819)
H (5.882, -2.019, -1.393)
H (-2.906, -1.019, 3.565)
H (-4.609, 0.378, 2.450)
H (-0.658, 3.149, -2.628)
O (1.978, 0.250, -0.944)
C (-0.700, 2.155, -2.170)
H (-2.950, 3.486, -1.714)
H (-3.435, 1.798, -1.524)
H (-2.560, -1.841, 2.046)
H (-0.993, -2.022, -2.904)
H (-3.599, -0.990, -1.270)
N (3.350, -1.046, 4.802)
C (5.053, -1.504, -1.866)
H (-3.390, 2.879, -0.124)
H (4.315, -1.291, 4.951)
H (3.875, -0.627, -4.897)
S (1.445, 0.052, 3.329)
H (-4.306, -0.380, 0.889)
C (2.998, -0.734, 3.519)
C (-2.191, 1.488, 2.902)
C (5.006, -1.396, -3.236)
H (0.334, 3.202, 0.079)
C (-1.465, -1.327, -0.932)
H (-0.774, -2.611, 0.718)
H (5.124, -1.642, 0.710)
N (3.827, -1.066, 2.584)
Sb (-1.067, 0.427, 0.316)
C (4.216, -1.142, 0.380)
C (4.050, -0.966, -1.042)
C (2.931, -0.182, -3.041)
H (-1.157, 3.505, 0.978)
H (0.324, 1.790, -2.057)
H (-4.240, 1.372, 1.048)
H (-0.754, -3.363, -0.881)
C (-3.998, 0.436, 1.541)
H (2.099, 0.346, -3.491)
H (-0.866, 4.332, -0.555)
H (2.880, -0.553, 5.539)
H (-1.139, 1.487, 3.198)
H (-3.035, -2.628, -1.609)
C (-2.923, -1.776, -0.928)
C (-0.577, -2.427, -0.340)
H (-2.791, 1.377, 3.812)
C (-1.418, 2.269, -0.823)
H (5.789, -1.819, -3.850)
C (-0.739, 3.383, -0.022)
H (-0.014, -0.633, -2.411)
H (-1.242, -1.100, 2.975)
H (-1.710, -0.413, -2.897)
C (-2.284, -0.985, 2.664)
N (3.400, -0.774, 1.302)
H (-3.250, -2.106, 0.059)
Cr (1.585, 0.154, 0.966)
C (-1.015, -1.066, -2.368)
C (2.954, -0.283, -1.634)
C (-2.527, 0.344, 1.942)
C (-2.885, 2.615, -1.052)
H (0.483, -2.179, -0.451)

Net charge = 0
Multiplicity = 5
HOMO (alpha / beta) = -7.48 / -7.60 eV
ΔE to the lowest compared entry with this formula, charge and spin = 0.0 kJ/mol

Computed, not measured: an isolated molecule of C17H18F3N3O3, with ωB97M-V/def2-TZVPD.

CARTESIAN COORDINATES (ANGSTROEM)
C (1.679, 1.243, -0.790)
C (-0.440, 0.253, 0.078)
H (-3.908, -0.808, 3.802)
H (-4.251, 0.953, 1.886)
O (2.430, -1.570, -0.628)
F (4.435, 0.739, -3.812)
C (3.375, 2.150, -2.226)
H (-1.791, -1.583, 2.903)
H (-5.664, -1.205, 0.767)
H (-2.883, -0.614, 0.221)
C (0.161, -1.998, 0.160)
H (2.099, 4.548, -0.206)
N (4.552, 5.457, -2.390)
C (-2.392, -0.908, 2.292)
H (-4.227, -2.017, 2.555)
H (-0.974, -3.701, -0.558)
N (-0.860, -0.993, 0.358)
C (4.395, 1.985, -3.322)
C (-3.853, -1.003, 2.730)
C (1.339, -1.159, -0.337)
F (5.638, 2.271, -2.908)
H (-2.038, 0.110, 2.458)
F (4.145, 2.790, -4.368)
H (0.753, 2.631, 0.556)
H (0.771, -1.970, 2.237)
N (0.913, 0.146, -0.363)
C (2.624, 1.071, -1.802)
H (-0.245, -3.354, 1.798)
H (2.777, 0.100, -2.244)
C (0.556, -2.702, 1.461)
C (-0.217, -3.010, -0.923)
O (-5.131, -0.405, 0.711)
C (-2.211, -1.243, 0.810)
H (1.447, -3.296, 1.285)
O (-1.062, 1.278, 0.159)
C (3.953, 4.534, -2.076)
H (0.668, -3.577, -1.203)
H (-2.449, -2.290, 0.621)
C (3.193, 3.415, -1.654)
C (1.494, 2.498, -0.216)
H (-5.670, 0.168, 2.616)
C (-4.767, -0.003, 2.011)
C (2.240, 3.573, -0.648)
H (-0.604, -2.500, -1.803)

Structure (SMILES) = CC1(C)C(=O)N(c2ccc(C#N)c(C(F)(F)F)c2)C(=O)N1CCCCO
Net charge = 0
HOMO = -9.44 eV
ΔE to the lowest compared entry with this formula, charge and spin = 10.3 kJ/mol

| no. | electronic energy (hartree) |
| --- | --- |
| 1 | -366.27024 |
| 2 | -1537.79946 |
| 3 | -1431.56393 |
| 4 | -310.90698 |
| 5 | -2704.93562 |
| 6 | -1348.26638 |